C13H11GeMgNSe3Te2 | wB97M-V/def2-TZVPD

Summary:
DFT total energy: -287736.1835 eV
energy relative to the best compared isomer or geometry (same formula, charge and spin): 237.9 kJ/mol
2S+1: 1
highest occupied orbital energy (alpha / beta): -7.80 / -8.41 eV

```
32
C13H11GeMgNSe3Te2, DFT wB97M-V/def2-TZVPD
C -4.44 0.78 1.16
C -0.44 -0.45 4.09
H 0.42 2.70 6.14
H -6.65 -1.77 0.99
C -0.97 -3.46 1.20
Se -1.00 0.54 -2.22
H -1.88 2.55 1.62
H -6.51 0.67 0.64
H -0.66 2.93 3.94
H 0.95 0.46 7.04
C 0.18 1.82 5.57
C -3.31 0.08 1.58
C -5.64 0.12 0.96
C -4.59 -1.96 1.56
Se 2.52 1.06 0.19
Ge -1.67 1.04 1.90
Se 0.41 -2.41 0.65
C 0.47 0.56 6.07
Mg 0.25 0.01 -0.06
C -5.72 -1.25 1.16
Te 0.38 2.34 -3.08
C -0.43 1.94 4.33
N -1.82 -4.16 1.54
H -0.65 -1.35 3.51
C 0.17 -0.58 5.33
C -3.39 -1.30 1.76
H -4.64 -3.03 1.71
C -0.75 0.81 3.58
H -2.53 -1.87 2.06
Te 2.83 1.90 -2.13
H 0.41 -1.56 5.71
H -4.38 1.85 1.00
```